(1)
Entry from the OMol25 dataset: 8 unconnected molecules or ions with the total composition C24H48Br4N4O2S2 at a distorted geometry (ωB97M-V with the def2-TZVPD basis set).

```
! RIJCOSX wB97M-V def2-TZVPD def2/J DEFGRID3
* xyz -1 2
C -2.189 33.787 -10.151
C -0.978 34.634 -10.270
C 0.323 34.074 -9.657
C 1.000 32.821 -10.160
N 1.558 31.914 -10.582
H -1.874 32.766 -9.937
H -2.925 33.776 -10.954
H -2.682 34.087 -9.226
H -1.185 35.532 -9.689
H -0.825 34.935 -11.306
H 0.057 33.647 -8.690
H 1.032 34.865 -9.414
C 0.945 32.505 -16.677
C 1.561 31.220 -17.272
C 0.637 29.943 -16.929
C 0.817 29.372 -15.620
N 1.029 28.886 -14.576
H 1.445 32.827 -15.764
H -0.136 32.497 -16.537
H 1.086 33.346 -17.355
H 2.521 31.051 -16.785
H 1.668 31.440 -18.334
H 1.022 29.170 -17.593
H -0.398 30.177 -17.178
C -5.088 26.670 -8.678
C -6.394 27.450 -8.395
C -6.652 28.572 -9.410
C -8.086 28.970 -9.389
N -9.213 29.269 -9.404
H -4.222 27.182 -8.260
H -5.055 26.441 -9.743
H -5.154 25.694 -8.196
H -6.338 28.059 -7.493
H -7.362 26.994 -8.187
H -6.576 28.064 -10.372
H -5.955 29.408 -9.352
C -9.890 30.135 -13.661
C -9.490 28.941 -12.882
C -8.087 28.958 -12.539
C -7.204 28.972 -13.767
N -6.507 28.959 -14.657
H -10.954 30.371 -13.636
H -9.650 30.114 -14.724
H -9.404 30.999 -13.207
H -9.701 28.178 -13.632
H -10.178 28.651 -12.088
H -7.925 27.984 -12.076
H -7.741 29.709 -11.829
C -3.937 30.517 -16.463
S -2.812 31.388 -17.673
O -2.352 30.291 -18.612
C -4.110 32.395 -18.572
H -3.425 29.595 -16.188
H -4.932 30.224 -16.798
H -4.114 31.284 -15.709
H -3.642 32.980 -19.363
H -4.752 32.923 -17.867
H -4.736 31.593 -18.965
C -1.308 29.780 -12.367
S -2.532 28.718 -11.442
O -2.802 29.506 -10.141
C -4.101 28.719 -12.429
H -0.398 30.141 -11.889
H -1.941 30.586 -12.737
H -0.998 29.199 -13.236
H -4.598 29.688 -12.386
H -4.834 28.037 -11.999
H -3.898 28.501 -13.478
Br 2.094 29.028 -6.676
C 1.959 28.604 -8.646
C 0.599 28.108 -9.029
Br 0.287 26.345 -8.145
H 2.680 27.844 -8.945
H 2.217 29.532 -9.157
H 0.481 28.065 -10.111
H -0.229 28.766 -8.765
Br -1.759 33.051 -6.557
C -2.261 31.280 -7.202
C -3.689 31.340 -7.868
Br -4.937 31.795 -6.404
H -1.999 30.552 -6.435
H -1.543 30.967 -7.959
H -4.151 30.448 -8.290
H -3.730 32.146 -8.600
*
```

Calculated values
**Frontier orbital gap (alpha / beta)**: 0.0623 / 0.3253 Eh
**Molar mass**: 808.42 Da
**<S²>**: 0.75
**Highest occupied orbital energy (alpha / beta)**: 0.4 / -6.8 eV
**LUMO (alpha / beta)**: 2.1 / 2.0 eV

Löwdin atomic charge list, values in e, 6 entries:
1 C -0.163
2 C -0.278
3 C -0.179
4 C -0.204
5 N 0.132
6 H 0.058

***

(2)
Entry from the OMol25 dataset: 8 unconnected molecules or ions with the total composition C24H48O24 at a distorted geometry (ωB97M-V with the def2-TZVPD basis set).

```
! RIJCOSX wB97M-V def2-TZVPD def2/J DEFGRID3
* xyz 0 1
C -12.553 -10.890 5.001
O -12.927 -9.754 5.578
C -14.120 -9.322 5.667
O -15.252 -10.022 5.198
O -14.328 -8.043 6.026
C -15.660 -7.584 5.986
H -12.561 -11.613 5.856
H -11.530 -11.026 4.656
H -13.286 -11.130 4.260
H -16.016 -7.614 4.945
H -15.788 -6.551 6.412
H -16.413 -8.225 6.547
C -11.694 -8.965 15.800
O -12.941 -9.122 15.241
C -13.075 -9.708 14.040
O -11.952 -10.323 13.322
O -14.234 -9.613 13.602
C -14.559 -10.122 12.277
H -10.940 -8.866 15.002
H -11.471 -9.978 16.242
H -11.681 -8.221 16.563
H -13.651 -10.104 11.569
H -15.369 -9.585 11.859
H -14.911 -11.079 12.498
C -16.732 -13.292 5.660
O -16.766 -12.778 7.014
C -17.070 -11.446 7.188
O -17.998 -10.775 6.457
O -16.510 -10.838 8.338
C -17.199 -9.769 8.968
H -17.615 -13.036 5.064
H -16.342 -14.338 5.677
H -15.877 -12.869 5.094
H -18.256 -10.033 9.009
H -17.122 -8.884 8.492
H -16.755 -9.435 9.911
C -20.111 -4.954 9.039
O -20.561 -5.713 7.870
C -19.860 -6.759 7.261
O -18.645 -7.196 7.745
O -20.422 -7.258 6.251
C -19.952 -8.504 5.701
H -20.498 -3.894 9.091
H -19.031 -4.904 8.910
H -20.337 -5.559 9.876
H -19.207 -8.111 4.968
H -20.628 -8.986 5.129
H -19.508 -9.066 6.523
C -16.680 -5.400 11.361
O -16.195 -6.737 11.194
C -15.215 -6.944 10.284
O -14.835 -5.926 9.357
O -14.632 -8.143 10.201
C -13.614 -8.229 9.229
H -17.512 -5.391 12.035
H -16.993 -5.058 10.385
H -15.873 -4.881 11.830
H -13.809 -7.770 8.293
H -13.416 -9.342 9.066
H -12.668 -7.774 9.475
C -12.857 -13.949 12.441
O -13.039 -12.959 11.497
C -13.182 -13.342 10.313
O -12.732 -14.667 9.922
O -13.609 -12.390 9.525
C -13.875 -12.661 8.173
H -13.801 -14.426 12.659
H -12.515 -13.577 13.404
H -12.010 -14.678 12.157
H -14.302 -11.784 7.733
H -14.634 -13.442 8.016
H -13.006 -12.839 7.689
C -19.480 -10.536 -1.191
O -19.443 -10.268 0.201
C -18.350 -10.038 0.791
O -17.060 -10.104 0.252
O -18.532 -9.733 2.140
C -17.475 -9.425 2.984
H -20.525 -10.203 -1.506
H -19.399 -11.610 -1.387
H -18.619 -9.985 -1.653
H -16.622 -10.035 2.687
H -17.753 -9.643 4.053
H -17.124 -8.342 2.897
C -17.757 -13.410 2.209
O -16.970 -14.388 2.933
C -15.878 -14.905 2.302
O -15.294 -14.317 1.151
O -15.312 -15.958 2.933
C -14.156 -16.406 2.410
H -17.099 -12.510 2.011
H -18.758 -13.113 2.674
H -17.955 -13.797 1.239
H -13.420 -15.590 2.397
H -14.272 -16.486 1.283
H -13.723 -17.354 2.738
*
```

Calculated values
**Frontier orbital gap**: 0.3714 Eh
**Molar mass**: 720.62 Da
**SMILES**: COC(=O)OC.COC(=O)OC.COC(=O)OC.COC(=O)OC.COC(=O)OC.COC(=O)OC.COC(=O)OC.COC(=O)OC
**ΔE to the lowest compared entry with this formula, charge and spin**: 339.2 kcal/mol
**Highest occupied orbital energy**: -9.6 eV
**LUMO**: 0.5 eV

Löwdin atomic charge list, values in e, 6 entries:
1 C -0.064
2 O 0.048
3 C -0.407
4 O -0.064
5 O -0.009
6 C -0.054

***

(3)
Entry from the OMol25 dataset: a molecular structure, C24H49Br4F6FeNO10S2 at a distorted geometry (ωB97M-V with the def2-TZVPD basis set).

```
! RIJCOSX wB97M-V def2-TZVPD def2/J DEFGRID3
* xyz 0 5
Fe -0.386 -2.268 1.140
O -0.518 0.676 3.813
H -1.476 0.763 4.076
H 0.040 0.158 4.409
H -0.493 0.278 2.867
C 1.345 0.616 -0.352
C -0.016 0.627 0.310
C -1.157 0.639 -0.692
O -0.128 -0.282 1.354
H 1.373 1.367 -1.153
H 1.615 -0.336 -0.807
H 2.150 0.957 0.300
H -0.098 1.638 0.759
H -1.025 1.308 -1.549
H -2.127 0.980 -0.321
H -1.304 -0.363 -1.123
C 0.922 -3.749 -1.807
C 1.876 -3.497 -0.639
C 3.059 -2.635 -1.101
O 1.254 -2.971 0.467
H 0.063 -4.335 -1.474
H 1.390 -4.247 -2.657
H 0.546 -2.771 -2.139
H 2.350 -4.485 -0.493
H 2.748 -1.703 -1.582
H 3.611 -3.160 -1.887
H 3.713 -2.429 -0.253
C -3.301 -3.104 -1.555
F -4.299 -3.674 -2.220
F -2.172 -3.285 -2.208
F -3.570 -1.808 -1.402
S -3.236 -3.888 0.158
O -4.583 -4.077 0.585
O -2.453 -5.069 0.000
N -2.325 -2.703 0.981
S -3.371 -1.974 1.976
O -2.609 -0.956 2.682
O -4.531 -1.389 1.383
C -3.875 -3.192 3.360
F -5.183 -3.204 3.490
F -3.476 -4.422 3.022
F -3.254 -2.842 4.474
C -3.882 2.880 1.657
C -5.005 2.293 2.530
C -4.296 1.518 3.643
O -2.875 1.781 3.445
C -2.723 2.938 2.649
H -4.115 3.888 1.312
H -3.629 2.267 0.795
H -5.679 1.709 1.904
H -5.616 3.082 2.970
H -4.252 0.439 3.517
H -4.662 1.794 4.632
H -1.779 2.846 2.104
H -2.691 3.903 3.167
C 3.977 0.717 4.157
C 4.484 -0.369 5.086
C 5.178 -1.261 4.075
O 4.352 -1.247 2.905
C 3.515 -0.086 2.925
H 4.779 1.307 3.704
H 3.246 1.366 4.637
H 3.763 -0.826 5.762
H 5.285 0.017 5.726
H 5.258 -2.305 4.385
H 6.189 -0.899 3.864
H 2.468 -0.389 3.069
H 3.608 0.454 1.986
C 0.514 0.425 -4.367
C 0.513 1.952 -4.448
C 1.903 2.297 -5.021
O 2.649 1.065 -4.967
C 1.970 0.188 -4.077
H 0.225 0.032 -5.343
H -0.199 -0.022 -3.672
H 0.388 2.402 -3.459
H -0.332 2.286 -5.049
H 2.377 3.041 -4.378
H 1.802 2.593 -6.063
H 2.265 0.372 -3.035
H 2.327 -0.840 -4.190
Br -2.773 0.572 -5.816
C -3.238 1.173 -4.008
C -3.176 2.683 -4.005
Br -3.398 3.400 -2.219
H -2.580 0.683 -3.295
H -4.239 0.811 -3.783
H -3.946 3.078 -4.661
H -2.219 3.028 -4.379
Br 4.843 3.715 -2.690
C 4.436 1.891 -2.052
C 4.912 1.668 -0.637
Br 4.291 3.013 0.618
H 4.827 1.193 -2.786
H 3.354 1.909 -2.113
H 5.998 1.660 -0.636
H 4.518 0.722 -0.268
*
```

Calculated values
**Frontier orbital gap (alpha / beta)**: 0.2977 / 0.2999 Eh
**Molar mass**: 1065.24 Da
**ΔE to the lowest compared entry with this formula, charge and spin**: 0.0 kcal/mol
**<S²>**: 6.01
**Highest occupied orbital energy (alpha / beta)**: -8.7 / -8.8 eV
**LUMO (alpha / beta)**: -0.6 / -0.7 eV

Löwdin atomic charge list, values in e, 6 entries:
1 Fe 0.912
2 O 0.220
3 H 0.135
4 H 0.157
5 H 0.090
6 C -0.044

***

- The lowest molar mass belongs to which entry?
  C24H48O24

***

- The lowest molar mass belongs to which entry?
  C24H48O24

***

- Which value of molar mass does entry 3 give?
  1065.24 Da

***

- What is the molar mass in the first record?
  808.42 Da